Density functional theory data (wB97M-V/def2-TZVPD) for one molecule with the formula C7H10FN at a distorted geometry.

Calculated values
**HOMO energy**: -8.45 eV
**Net charge**: 0
**SMILES**: C=C/C=C\N=C(/F)CC
**Gap between HOMO and LUMO**: 9.47 eV
**Energy relative to the best compared isomer or geometry (same formula, charge and spin)**: 35.5 kcal/mol
**Max |F|**: 3.68 eV/Å
**2S+1**: 1

Geometry (Å):
C (-2.21, 0.59, -1.30)
C (-2.76, 0.38, -0.11)
C (-2.57, -0.81, 0.78)
C (-1.33, -1.22, 1.12)
N (-0.16, -0.81, 0.57)
C (0.27, 0.33, 0.60)
F (-0.21, 1.34, 1.26)
C (1.57, 0.72, -0.08)
C (2.73, -0.11, 0.59)
H (-2.40, 1.59, -1.75)
H (-1.55, -0.07, -1.85)
H (-3.56, 1.21, 0.19)
H (-3.49, -1.21, 1.27)
H (-1.32, -2.08, 1.67)
H (1.56, 0.40, -1.10)
H (1.78, 1.79, 0.01)
H (3.66, 0.38, 0.60)
H (2.88, -1.08, 0.12)
H (2.38, -0.19, 1.63)



Density functional theory data (wB97M-V/def2-TZVPD) for a 6-piece molecular cluster, C23H34O18 overall at a distorted geometry.

Calculated values
**HOMO energy**: -10.50 eV
**Net charge**: 0
**SMILES**: C[C@H]1COC(=O)O1.C[C@H]1COC(=O)O1.C[C@H]1COC(=O)O1.C[C@H]1COC(=O)O1.C[C@H]1COC(=O)O1.O=C1OCCO1
**Gap between HOMO and LUMO**: 10.05 eV
**Energy relative to the best compared isomer or geometry (same formula, charge and spin)**: 76.9 kcal/mol
**Max |F|**: 5.15 eV/Å
**2S+1**: 1

Geometry (Å):
C (0.22, -1.09, 3.69)
C (1.44, -2.03, 3.62)
C (1.19, -3.09, 2.46)
O (2.29, -2.73, 1.56)
C (3.08, -1.80, 2.15)
O (4.08, -1.38, 1.62)
O (2.54, -1.32, 3.19)
H (-0.06, -0.66, 2.72)
H (0.27, -0.27, 4.40)
H (-0.65, -1.71, 3.92)
H (1.68, -2.61, 4.51)
H (0.28, -2.85, 1.92)
H (1.23, -4.16, 2.66)
C (3.14, -1.50, -2.32)
C (4.59, -0.93, -2.24)
C (5.72, -2.03, -2.27)
O (6.67, -1.64, -3.25)
C (6.06, -0.74, -4.06)
O (6.61, -0.30, -5.10)
O (4.90, -0.35, -3.55)
H (2.83, -1.87, -3.29)
H (2.32, -0.86, -2.01)
H (3.16, -2.31, -1.59)
H (4.72, -0.18, -1.46)
H (5.28, -3.01, -2.47)
H (6.24, -2.22, -1.33)
C (-0.77, 2.53, 4.28)
C (0.39, 3.29, 5.00)
C (0.22, 3.34, 6.52)
O (1.46, 2.77, 6.99)
C (2.20, 2.39, 5.93)
O (3.31, 2.02, 6.05)
O (1.57, 2.58, 4.82)
H (-1.79, 2.86, 4.47)
H (-0.74, 1.47, 4.52)
H (-0.77, 2.66, 3.19)
H (0.46, 4.29, 4.58)
H (-0.69, 2.86, 6.86)
H (0.11, 4.38, 6.83)
C (-1.63, -2.62, -0.31)
C (-3.08, -2.39, -0.61)
C (-3.29, -1.20, -1.51)
O (-4.30, -1.74, -2.39)
C (-4.40, -3.04, -2.31)
O (-5.12, -3.77, -3.02)
O (-3.53, -3.48, -1.32)
H (-1.51, -3.52, 0.30)
H (-1.22, -1.74, 0.19)
H (-1.10, -2.98, -1.19)
H (-3.64, -2.37, 0.33)
H (-2.29, -1.05, -1.90)
H (-3.68, -0.41, -0.86)
C (-4.47, 2.20, -3.09)
C (-3.58, 1.66, -4.21)
C (-4.07, 0.32, -4.89)
O (-4.19, 0.66, -6.22)
C (-4.10, 1.95, -6.42)
O (-4.37, 2.54, -7.48)
O (-3.71, 2.57, -5.28)
H (-4.07, 2.98, -2.44)
H (-4.76, 1.34, -2.48)
H (-5.36, 2.53, -3.63)
H (-2.53, 1.55, -3.94)
H (-5.05, 0.10, -4.47)
H (-3.41, -0.54, -4.84)
O (-1.07, 1.97, -1.84)
C (-0.20, 1.82, -1.02)
O (0.93, 1.17, -1.14)
C (1.43, 1.01, 0.13)
C (1.00, 2.26, 0.83)
O (-0.23, 2.40, 0.16)
H (0.83, 0.19, 0.53)
H (2.47, 0.76, 0.29)
H (1.74, 3.04, 0.64)
H (0.78, 1.99, 1.86)